# 1
Formula: C6H12O
Source: the OMol25 dataset
Level of theory: ωB97M-V/def2-TZVPD

Geometry (Å):
H  1.04457  -0.17966  1.42940
H  3.02522  -0.54344  0.09039
C  0.73200  -0.57445  -0.67238
C  -0.40367  0.37124  -0.97592
H  -1.24901  -0.43386  1.69969
H  1.37994  1.50291  -0.33490
H  0.77804  -1.89289  1.05857
C  -1.38433  0.95343  0.03269
H  -2.19019  1.44050  -0.53222
C  -1.98323  -0.10463  0.95809
C  1.24572  -0.97342  0.69052
H  1.42088  1.05338  -2.10502
H  -2.28914  -0.98406  0.38270
O  2.63223  -1.25542  0.61349
H  -0.91334  1.75083  0.62063
C  1.01533  0.84032  -1.12062
H  0.87333  -1.36481  -1.40820
H  -0.87637  0.12516  -1.92584
H  -2.85799  0.26885  1.49894

Net charge: 0
Gap between HOMO and LUMO in eV: 11.09

***

# 2
Formula: C39H35BrN4O2P2PtTe
Source: the OMol25 dataset
Level of theory: ωB97M-V/def2-TZVPD

Geometry (Å):
H  2.08563  4.83610  0.35993
H  -4.26416  -4.96247  -0.82916
H  -0.68896  -4.41031  2.53754
H  -1.76646  2.04026  2.94218
C  0.85940  -2.91690  -2.80593
O  2.29998  0.64964  3.42899
H  2.19149  -2.69746  0.78312
C  -4.51245  0.38141  -1.17380
C  -0.44112  1.19626  -2.25034
C  2.73579  -2.85760  -1.30501
C  -0.00672  -2.61248  -1.78913
H  3.22091  2.84465  -3.38857
C  -2.73378  -3.67586  -0.05736
H  -2.00902  -6.50096  2.47499
C  -6.48254  -1.46028  -1.48132
O  0.46465  0.13833  -1.84767
C  -2.57066  4.42671  0.03585
H  -1.48407  0.88360  -2.19665
H  -5.20211  1.04920  -3.09675
H  -0.85397  1.99999  -4.23266
H  4.31321  0.99915  0.98299
H  -2.77499  5.10608  -0.78309
H  -3.09472  4.07373  3.35866
C  -1.71548  -3.50657  0.88658
C  -1.82553  3.27721  -0.20136
C  0.27154  1.21422  -0.95635
H  3.79829  -2.94369  -1.11016
C  1.75571  2.25139  1.81123
P  -0.58917  0.81703  0.67767
C  1.42955  2.75065  0.58242
H  -3.74118  1.14029  -1.09166
H  2.91811  -3.24920  -3.38876
C  -4.70333  -0.55351  -0.16636
H  0.75504  3.55134  3.18920
C  -5.71409  -1.49388  -0.32329
N  4.20838  -0.99641  1.48541
H  6.73761  -3.19538  1.63074
Br  7.13821  1.61965  0.33289
C  1.12190  2.46401  -3.74631
H  0.47471  -3.06627  -3.80871
H  -2.95846  -2.88163  -0.75784
H  -5.89329  -2.25002  0.43263
H  2.44952  -0.29927  3.40229
N  1.47962  1.94323  -0.62878
C  4.88532  0.08445  1.10394
C  6.94879  -1.12918  1.06541
Te  -3.47267  -0.56029  1.55525
C  -5.32902  0.32747  -2.29431
Pt  1.61795  -0.62042  0.91345
H  1.25072  2.90252  -4.73083
H  8.01727  -1.17101  0.89878
H  -3.80293  -6.78038  0.79408
H  3.36549  2.59304  -1.10595
C  2.41229  2.35549  -1.57098
H  -1.45173  3.10136  -1.19387
C  6.25232  0.04859  0.88372
H  -1.06281  -2.48662  -1.99444
H  2.36918  4.09634  2.72774
C  -2.00679  2.70276  2.11875
H  0.51369  4.65142  1.14678
C  -3.21757  -5.86822  0.81855
C  -2.74553  3.85232  2.35719
C  -3.03988  4.71219  1.30931
H  4.28216  -2.99906  1.97063
H  -3.62331  5.60843  1.48536
P  -0.61554  -2.01631  0.96524
H  -7.27438  -2.18850  -1.63380
C  -1.46873  -4.53444  1.79271
N  -6.30312  -0.57293  -2.46218
C  -2.21248  -5.71128  1.76046
C  -1.62611  -0.60513  0.48740
C  -0.08039  1.95325  -3.47292
C  1.77528  3.21535  2.97429
C  2.30648  2.53655  -2.89502
N  2.01371  0.92752  2.06595
C  4.87079  -2.13885  1.66170
C  -1.55901  2.38089  0.83388
C  1.84192  -2.59030  -0.24510
H  0.66764  4.38405  -0.58470
C  1.16748  4.23262  0.37512
H  2.17888  2.75539  3.86683
C  0.46543  -2.45166  -0.47405
C  2.24503  -3.02454  -2.56967
C  -3.47614  -4.84691  -0.09167
C  6.23734  -2.24992  1.46863

Net charge: 0
Gap between HOMO and LUMO (alpha / beta) in eV: 5.48 / 5.48

***

# 3
Formula: CH9N5
Source: the OMol25 dataset
Level of theory: ωB97M-V/def2-TZVPD

Geometry (Å):
N  -2.10486  10.24116  -5.11304
H  -2.37166  10.85246  -4.34610
H  0.93149  -9.50433  7.08364
H  2.33154  -10.24021  4.67978
N  0.48661  -10.22927  6.46693
C  -0.69957  8.53170  -5.42522
H  2.99924  -11.95380  4.65928
H  0.24074  8.15813  -5.36992
N  -0.96332  9.68409  -4.98384
H  -0.26318  10.36501  -4.51733
N  2.34687  -11.24807  5.14891
H  -0.17045  -10.88186  6.98118
H  -2.85961  9.81619  -5.63307
N  1.66728  -11.48568  6.13504
H  -1.57114  7.89448  -5.76624

Net charge: +2
Gap between HOMO and LUMO in eV: 8.99

***

# 4
Formula: NO5S
Source: the OMol25 dataset
Level of theory: ωB97M-V/def2-TZVPD

Geometry (Å):
O  1.03804  1.66819  0.10163
O  -0.56577  -1.31788  1.09130
O  2.09533  -0.17539  -0.39683
O  -1.23602  -0.99858  -1.23194
N  1.11852  0.49536  -0.14787
O  -1.61508  0.71178  0.57522
S  -0.83503  -0.38347  0.00849

Net charge: -1
Gap between HOMO and LUMO in eV: 9.57

***

In the order shown, the computed largest force on an atom values come out to 0.42; 2.11; 4.78; 3.48 eV/Å.
In the order shown, the computed E values come out to -311.0120; -5520.4200; -316.5084; -829.1281 a.u..